Molecular formula: C3H7NO3S
Method: DFT, ωB97M-V with the def2-TZVPD basis set

Results
HOMO level in eV: -10.1855
F_max in eV/Å: 1.74
E_LUMO in eV: 0.441
Orbital gap in eV: 10.63

Each atom is followed by the atoms it is bonded to, with distances in Å.
Atoms and positions in Å:
1 N -0.3691 -1.1828 -1.8283  H2 1.012, H5 1.015, H11 1.021
2 H -1.0300 -1.5726 -2.4874  N1 1.012
3 C 0.3545 1.4924 0.9554  C6 1.495, S9 1.794, C10 1.311
4 H 2.0177 0.3583 1.8165  C6 1.094
5 H 0.5549 -1.4610 -2.1427  N1 1.015
6 C 1.4555 0.4839 0.8867  C3 1.495, H4 1.094, H8 1.098, S9 2.262, O14 1.422
7 O 1.6648 3.5923 -0.2646  S9 1.420
8 H 1.0998 -0.4892 0.5247  C6 1.098
9 S 1.1445 2.2834 -0.4482  C3 1.794, C6 2.262, O7 1.420, O13 1.427, O14 1.654
10 C -0.7615 1.6332 1.6281  C3 1.311, H12 1.082, H15 1.075
11 H -0.4035 -0.1684 -1.9354  N1 1.021
12 H -1.0419 0.9225 2.3936  C10 1.082
13 O 0.4696 1.9883 -1.6708  S9 1.427
14 O 2.2610 1.1127 -0.1017  C6 1.422, S9 1.654
15 H -1.4299 2.4549 1.4472  C10 1.075

Löwdin population analysis, charges in e, atoms 1 to 6: N 0.017; H 0.005; C -0.296; H 0.134; H 0.011; C -0.219

***

Molecular formula: C3H7NO4
Method: DFT, ωB97M-V with the def2-TZVPD basis set

Results
HOMO level in eV: -9.5850
F_max in eV/Å: 1.94
SMILES: CN(O)C(=O)C(O)O
E_LUMO in eV: 0.726
Orbital gap in eV: 10.31

Each atom is followed by the atoms it is bonded to, with distances in Å.
Atoms and positions in Å:
1 O -0.1779 -0.9522 1.7359  C3 1.240
2 H -1.6981 0.6739 -0.4967  C8 1.099
3 C -0.1130 -0.3048 0.6801  O1 1.240, C8 1.541, N11 1.325
4 H 1.6702 -0.0468 2.0423  O6 0.976
5 C 1.1784 1.1904 -0.8382  H9 1.086, N11 1.434, H13 1.090, H14 1.091
6 O 2.0051 0.4386 1.2649  H4 0.976, N11 1.403
7 O -0.8940 -0.9662 -1.4457  C8 1.445, H15 0.965
8 C -1.3560 -0.3358 -0.2298  H2 1.099, C3 1.541, O7 1.445, O10 1.364
9 H 0.6021 0.7703 -1.6571  C5 1.086
10 O -2.3024 -1.0638 0.4296  C8 1.364, H12 1.038
11 N 0.9323 0.4439 0.3611  C3 1.325, C5 1.434, O6 1.403
12 H -1.8423 -1.3190 1.3240  O10 1.038
13 H 2.2380 1.1257 -1.0838  C5 1.090
14 H 0.9168 2.2390 -0.6860  C5 1.091
15 H -1.1592 -1.8933 -1.4004  O7 0.965

Löwdin population analysis, charges in e, atoms 1 to 6: O 0.039; H 0.160; C -0.370; H 0.106; C 0.001; O 0.046